(1)
Here is a molecular structure, C37H37CoF3O2P2 in a non-equilibrium geometry from the OMol25 dataset. Energies are from ωB97M-V/def2-TZVPD.

Atoms and positions in Å:
1 Co 0.2415 -0.0322 5.1394
2 C -2.2612 0.0678 6.5570
3 C -2.1744 -0.2112 5.2191
4 C -2.6535 0.6905 4.1074
5 C -1.5743 1.5177 3.3720
6 C -0.4313 1.9622 4.2328
7 C -0.5329 2.3341 5.5604
8 C -1.8041 2.5918 6.2847
9 C -2.2763 1.4115 7.1782
10 C 2.1579 0.4992 5.1807
11 H -2.4326 -0.7459 7.2588
12 H -2.1744 -1.2827 4.9401
13 H -3.4737 1.3330 4.4454
14 H -3.0965 0.0223 3.3533
15 H -1.1722 0.9048 2.5553
16 H -2.0742 2.3704 2.8915
17 H 0.4796 2.2509 3.7039
18 H 0.3893 2.5690 6.1048
19 H -2.6297 2.9054 5.6295
20 H -1.6283 3.4295 6.9829
21 H -1.6411 1.3806 8.0714
22 H -3.2990 1.6430 7.5139
23 H 2.5034 0.2510 6.2057
24 H 2.2173 1.5916 5.0249
25 H 2.7569 -0.0944 4.4555
26 P 0.0484 -2.1047 -3.5664
27 P 2.0114 0.6044 -3.8199
28 C -0.5207 -0.5102 -4.2205
29 C 0.2673 0.5903 -4.2940
30 C -0.8156 -3.2643 -4.7245
31 C -1.9980 -2.9678 -5.4220
32 C -2.6122 -3.9267 -6.2341
33 C -2.0553 -5.2017 -6.3555
34 C -0.8625 -5.5093 -5.6866
35 C -0.2383 -4.5424 -4.8974
36 C -0.9248 -2.2297 -2.0214
37 C -0.5683 -1.3680 -0.9664
38 C -1.3122 -1.3727 0.2117
39 C -2.4276 -2.2101 0.3411
40 C -2.7636 -3.0774 -0.7017
41 C -2.0084 -3.1019 -1.8741
42 C 2.6703 1.3570 -5.4176
43 C 2.6378 0.5672 -6.5894
44 C 2.9977 1.1109 -7.8246
45 C 3.3958 2.4505 -7.9057
46 C 3.4678 3.2334 -6.7513
47 C 3.1256 2.6813 -5.5114
48 C 2.0745 2.0391 -2.6929
49 C 3.2079 2.1214 -1.8639
50 C 3.3743 3.2171 -1.0161
51 C 2.4047 4.2302 -0.9797
52 C 1.2720 4.1329 -1.7877
53 C 1.0935 3.0339 -2.6323
54 H -1.5533 -0.4677 -4.5799
55 H -0.1014 1.5082 -4.7678
56 H -2.4610 -1.9836 -5.3332
57 H -3.5294 -3.6691 -6.7687
58 H -2.5431 -5.9534 -6.9684
59 H -0.4183 -6.5021 -5.7793
60 H 0.7049 -4.7683 -4.3872
61 H 0.2740 -0.6819 -1.0866
62 H -1.0287 -0.7176 1.0369
63 H -3.0295 -2.1840 1.2519
64 H -3.6223 -3.7391 -0.6042
65 H -2.2813 -3.7806 -2.6825
66 H 2.2911 -0.4697 -6.5298
67 H 2.9483 0.4933 -8.7241
68 H 3.6426 2.8854 -8.8675
69 H 3.7746 4.2805 -6.8017
70 H 3.1762 3.2993 -4.6089
71 H 3.9685 1.3371 -1.9114
72 H 4.2653 3.2892 -0.3980
73 H 2.5446 5.0923 -0.3246
74 H 0.5215 4.9226 -1.7712
75 H 0.2037 2.9716 -3.2553
76 F 0.9464 -2.2659 9.8190
77 C 0.6921 -2.5681 8.5183
78 F 1.7679 -3.2474 8.0238
79 F -0.3833 -3.4185 8.4875
80 C 0.3714 -1.2750 7.6454
81 O 0.1854 -0.1966 8.2291
82 O 0.3157 -1.5335 6.3743

The value obtained for the HOMO-LUMO gap (alpha / beta) is 7.55 / 7.68 eV. As for the spin multiplicity: 4. Its energy relative to the best compared isomer or geometry (same formula, charge and spin) is 0.0 kJ/mol. The value obtained for the HOMO energy (alpha / beta) is -7.7305 / -7.9832 eV.

Atom charges from the Löwdin analysis, given in e for atoms 1 to 5: number 1, Co, carries 0.735; number 2, C, carries -0.084; number 3, C, carries -0.162; number 4, C, carries -0.184; number 5, C, carries -0.183



(2)
Here is a molecular structure, C37H37IrN4O3SSb from the OMol25 dataset. Energies are from ωB97M-V/def2-TZVPD.

Atoms and positions in Å:
1 Ir 0.0331 0.2462 -0.6063
2 O 2.5523 1.2199 4.1138
3 C 3.0089 2.3291 3.5034
4 C 4.0732 3.0051 4.0961
5 C 4.5823 4.1557 3.5207
6 C 4.0402 4.6524 2.3423
7 C 2.9895 3.9771 1.7452
8 C 2.4563 2.8154 2.3004
9 C 1.3557 2.1146 1.5685
10 O 0.9959 2.5202 0.4300
11 N 0.8661 1.0451 2.1952
12 N -0.0513 0.3351 1.4658
13 C -0.8614 -0.4788 2.1411
14 C -1.7562 -1.3090 1.4545
15 C -2.8095 -2.0170 2.0955
16 C -3.7853 -2.6038 1.3404
17 C -3.7344 -2.5091 -0.0654
18 C -2.6367 -1.8826 -0.6249
19 N -1.6570 -1.3427 0.0847
20 H 1.7709 0.9133 3.5552
21 H 4.4826 2.6084 5.0168
22 H 5.4076 4.6709 3.9987
23 H 4.4368 5.5537 1.8922
24 H 2.5496 4.3211 0.8177
25 H -0.8363 -0.4401 3.2241
26 H -2.8493 -2.0422 3.1781
27 H -4.6038 -3.1246 1.8248
28 H -4.4960 -2.9474 -0.6948
29 H -2.5032 -1.8195 -1.7020
30 S -0.0119 -0.4355 -2.9087
31 Sb 1.1985 -2.4866 -3.0512
32 C 3.5155 -1.7658 0.5811
33 C 3.8708 -1.2913 1.8341
34 C 5.1325 -1.5969 2.3173
35 C 6.0034 -2.3718 1.5613
36 C 5.6174 -2.8441 0.3177
37 C 4.3596 -2.5435 -0.1894
38 C 0.5343 -2.9705 -5.0410
39 C 0.1139 -1.9936 -5.9371
40 C -0.2353 -2.3287 -7.2394
41 C -0.1686 -3.6471 -7.6655
42 C 0.2513 -4.6305 -6.7803
43 C 0.6025 -4.2889 -5.4828
44 C -0.1373 -3.8789 -2.1019
45 C -1.2930 -4.3493 -2.7127
46 C -2.1373 -5.2310 -2.0552
47 C -1.8400 -5.6484 -0.7667
48 C -0.6864 -5.1901 -0.1470
49 C 0.1616 -4.3209 -0.8160
50 H 3.1738 -0.6842 2.3979
51 H 5.4313 -1.2237 3.2884
52 H 6.9872 -2.6091 1.9464
53 H 6.2966 -3.4517 -0.2673
54 H 4.0259 -2.8996 -1.1550
55 H 0.0359 -0.9631 -5.6093
56 H -0.5671 -1.5537 -7.9206
57 H -0.4449 -3.9082 -8.6800
58 H 0.3016 -5.6652 -7.0987
59 H 0.9171 -5.0725 -4.8000
60 H -1.5540 -4.0066 -3.7083
61 H -3.0459 -5.5692 -2.5399
62 H -2.5117 -6.3171 -0.2422
63 H -0.4520 -5.4985 0.8648
64 H 1.0512 -3.9622 -0.3078
65 C -1.6331 3.6986 -1.1626
66 C -2.3627 2.4230 -0.7166
67 C -2.5996 2.4429 0.8023
68 C -3.6905 2.2639 -1.4707
69 N -1.5576 1.2889 -1.0058
70 H -2.2247 4.5771 -0.8888
71 H -1.4959 3.6974 -2.2452
72 H -0.6600 3.7513 -0.6781
73 H -3.2670 3.2685 1.0644
74 H -1.6496 2.5690 1.3203
75 H -3.0499 1.5043 1.1291
76 H -4.3475 3.1097 -1.2528
77 H -4.1917 1.3442 -1.1670
78 H -3.5159 2.2259 -2.5464
79 C 3.0285 0.6180 -0.6229
80 C 1.8856 -0.3020 -0.3567
81 O 2.2157 -1.5046 0.1158
82 H 3.7602 0.0989 -1.2512
83 H 3.5299 0.8878 0.3094
84 H 2.6663 1.5212 -1.1025

The total charge is -1. The value obtained for the HOMO-LUMO gap (alpha / beta) is 4.92 / 6.43 eV. As for the spin multiplicity: 5. Its energy relative to the best compared isomer or geometry (same formula, charge and spin) is 39.9 kJ/mol. The value obtained for the HOMO energy (alpha / beta) is -2.3631 / -4.4427 eV.

Atom charges from the Löwdin analysis, given in e for atoms 1 to 5: number 1, Ir, carries 1.065; number 2, O, carries 0.011; number 3, C, carries -0.289; number 4, C, carries -0.036; number 5, C, carries -0.113



(3)
Here is a molecular structure, C37H37IrN5O9Te in a non-equilibrium geometry from the OMol25 dataset. Energies are from ωB97M-V/def2-TZVPD.

Atoms and positions in Å:
1 Ir -2.0782 1.3086 0.1536
2 O -4.4813 0.9038 3.1864
3 C -3.7405 0.4656 2.3531
4 O -2.6038 1.1321 2.0325
5 C -3.8866 -0.8987 1.7409
6 C -4.2654 -1.9527 2.5475
7 C -4.2706 -3.2312 2.0109
8 C -3.8896 -3.4944 0.7142
9 C -3.5169 -2.4318 -0.0925
10 C -3.5577 -1.1164 0.3849
11 O -3.3538 -0.0547 -0.3854
12 N -3.0077 -2.7576 -1.4348
13 O -2.6743 -1.8511 -2.1709
14 O -2.9307 -3.9349 -1.7220
15 N -4.6412 -4.3705 2.8727
16 O -4.8678 -4.1299 4.0387
17 O -4.6850 -5.4680 2.3576
18 H -4.5469 -1.7816 3.5771
19 H -3.8726 -4.5046 0.3356
20 N -1.8335 3.5348 0.0735
21 C -2.1048 4.6188 -0.2253
22 N -2.4659 5.8250 -0.5603
23 C -2.6706 6.1969 -1.9687
24 C -3.8272 7.1793 -2.0330
25 O -3.5863 8.2824 -1.1850
26 C -3.5201 7.8818 0.1702
27 C -2.3489 6.9417 0.3940
28 H -2.8807 5.2950 -2.5415
29 H -1.7569 6.6624 -2.3495
30 H -4.7601 6.6778 -1.7466
31 H -3.9326 7.5658 -3.0452
32 H -4.4569 7.3938 0.4656
33 H -3.3914 8.7833 0.7661
34 H -2.3550 6.5384 1.4052
35 H -1.4044 7.4627 0.2172
36 C 7.9457 -2.3519 1.3419
37 C 6.5321 -1.8511 1.2989
38 C 5.5275 -2.4418 2.0502
39 C 4.2147 -1.9914 1.9993
40 C 3.1938 -2.7018 2.8533
41 C 3.9014 -0.9144 1.1551
42 Te 1.8258 -0.4808 1.2481
43 N -0.3224 0.4865 0.2426
44 C 0.5129 0.9491 -0.5880
45 O 1.8231 0.6543 -0.3863
46 C 0.0955 1.7476 -1.7425
47 C -1.1997 1.5093 -2.2176
48 C -1.7299 2.3132 -3.2251
49 C -0.9652 3.3370 -3.7526
50 C 0.3287 3.5636 -3.2822
51 C 0.8659 2.7730 -2.2825
52 C 1.1563 -2.2588 0.3744
53 C 1.7339 -2.7821 -0.7871
54 C 2.9066 -2.2040 -1.5336
55 C 1.1989 -3.9692 -1.2822
56 C 0.1433 -4.6268 -0.6723
57 C -0.3866 -5.9159 -1.2247
58 C -0.4107 -4.0597 0.4751
59 C 0.0713 -2.8778 1.0142
60 C -0.5418 -2.3384 2.2764
61 C 4.9026 -0.2453 0.4402
62 C 4.7364 0.9947 -0.3997
63 C 6.1956 -0.7528 0.5190
64 H 8.0438 -3.2191 1.9922
65 H 8.6196 -1.5760 1.7077
66 H 8.2864 -2.6352 0.3453
67 H 5.7668 -3.2769 2.6983
68 H 3.6985 -3.3621 3.5560
69 H 2.5116 -3.3167 2.2640
70 H 2.5949 -2.0169 3.4668
71 H -1.7635 0.6172 -1.9112
72 H -2.7185 2.1022 -3.6111
73 H -1.3582 3.9519 -4.5520
74 H 0.9199 4.3652 -3.7051
75 H 1.8633 2.9566 -1.9058
76 H 3.0395 -1.1373 -1.3940
77 H 2.7740 -2.3801 -2.6007
78 H 3.8313 -2.6985 -1.2271
79 H 1.6363 -4.3900 -2.1803
80 H 0.1616 -6.2205 -2.1140
81 H -1.4381 -5.8129 -1.4864
82 H -0.3062 -6.7132 -0.4838
83 H -1.2385 -4.5568 0.9679
84 H -1.4999 -2.8209 2.4620
85 H -0.7364 -1.2622 2.2345
86 H 0.0927 -2.5400 3.1442
87 H 3.8205 1.5380 -0.2096
88 H 4.7619 0.7496 -1.4643
89 H 5.5706 1.6670 -0.2015
90 H 6.9762 -0.2488 -0.0410

The total charge is +1. The value obtained for the HOMO-LUMO gap is 7.61 eV. Its energy relative to the best compared isomer or geometry (same formula, charge and spin) is 117.9 kJ/mol. The value obtained for the HOMO energy is -11.1857 eV.

Atom charges from the Löwdin analysis, given in e for atoms 1 to 5: number 1, Ir, carries 1.374; number 2, O, carries 0.141; number 3, C, carries -0.528; number 4, O, carries -0.208; number 5, C, carries -0.056



(4)
Here is a molecular structure, C37H37N3P2RhSe in a non-equilibrium geometry from the OMol25 dataset. Energies are from ωB97M-V/def2-TZVPD.

Atoms and positions in Å:
1 Rh 0.4012 -0.8675 -0.8722
2 C 0.5499 0.5304 2.2871
3 N -0.9559 0.5916 2.2931
4 C -1.7174 -0.6416 1.9888
5 P -1.5073 -1.3966 0.3277
6 C -2.6196 -0.5893 -0.8572
7 C -2.5700 0.8225 -1.1034
8 C -3.3722 1.4599 -2.0475
9 C -4.3965 0.7219 -2.6826
10 C -4.5302 -0.6289 -2.3631
11 C -3.6521 -1.2932 -1.5064
12 C -2.0212 -3.1409 0.2915
13 C -2.8442 -3.6106 1.3032
14 C -3.1266 -4.9592 1.3995
15 C -2.4584 -5.8361 0.5137
16 C -1.5426 -5.4004 -0.3950
17 C -1.3209 -4.0401 -0.5637
18 C -1.6290 1.5185 3.1691
19 C -1.1786 2.8695 3.2715
20 C -1.5321 3.6672 4.3817
21 C -2.5318 3.2218 5.2538
22 C -3.0138 1.9176 5.1006
23 C -2.6413 1.0842 4.1045
24 P 1.4241 0.4691 0.6039
25 C 3.2218 0.0155 0.9076
26 C 3.5349 -0.7288 2.0326
27 C 4.7813 -1.3843 2.0799
28 C 5.7162 -1.1318 1.0970
29 C 5.4525 -0.2022 0.0340
30 C 4.2228 0.4239 -0.0014
31 C 1.4497 2.2061 0.2345
32 C 0.7912 2.6027 -0.9287
33 C 0.5875 3.9576 -1.1466
34 C 1.3230 4.8788 -0.3610
35 C 2.1163 4.4424 0.7165
36 C 2.1497 3.0986 1.0787
37 H 0.8926 -0.2979 2.9112
38 H 0.9166 1.4114 2.8506
39 H -2.7500 -0.4898 2.1570
40 H -1.3704 -1.4431 2.6388
41 H -1.8550 1.3511 -0.4812
42 H -3.1717 2.5460 -2.2190
43 H -5.0680 1.1904 -3.3806
44 H -5.3746 -1.1612 -2.7842
45 H -3.8596 -2.3560 -1.2979
46 H -3.2450 -2.9590 2.0365
47 H -3.8613 -5.3734 2.0673
48 H -2.7734 -6.9225 0.5374
49 H -1.1666 -6.1105 -1.1233
50 H -0.6256 -3.6429 -1.3065
51 H -0.5681 3.2095 2.4586
52 H -0.9559 4.5682 4.5367
53 H -2.9118 3.8689 6.0668
54 H -3.7016 1.5618 5.8469
55 H -3.1096 0.1248 4.0578
56 H 2.7931 -0.9304 2.8686
57 H 5.0171 -2.0687 2.8796
58 H 6.6549 -1.6211 1.1954
59 H 6.2005 -0.1047 -0.7272
60 H 3.8786 1.1665 -0.7244
61 H 0.2825 1.8930 -1.6097
62 H -0.0752 4.2843 -1.9446
63 H 1.3141 5.9421 -0.5197
64 H 2.7364 5.1925 1.2392
65 H 2.8574 2.7767 1.8408
66 Se 0.7376 -2.4172 1.1991
67 C 4.1918 -0.6272 -4.4663
68 C 2.7417 -0.6766 -4.0406
69 C 1.6058 -0.3183 -4.7945
70 C 0.5027 -0.4247 -3.9162
71 N 0.9146 -0.8083 -2.7100
72 N 2.3524 -0.9519 -2.8185
73 C -0.9049 -0.2617 -4.1613
74 H 4.8194 -0.6563 -3.5417
75 H 4.3902 0.3170 -4.9446
76 H 4.4920 -1.4706 -5.1569
77 H 1.5354 0.0682 -5.7939
78 H 2.8589 -1.4054 -2.0601
79 H -1.3370 0.5978 -3.5838
80 H -1.4311 -1.1006 -3.6881
81 H -1.1303 -0.1182 -5.2353

The total charge is +1. The value obtained for the HOMO-LUMO gap (alpha / beta) is 7.40 / 5.94 eV. As for the spin multiplicity: 5. The value obtained for the HOMO energy (alpha / beta) is -9.1548 / -10.0998 eV.

Atom charges from the Löwdin analysis, given in e for atoms 1 to 5: number 1, Rh, carries 0.465; number 2, C, carries -0.301; number 3, N, carries -0.142; number 4, C, carries -0.341; number 5, P, carries 0.722



(5)
Here is a molecular structure, C37H38AsNSSiW in a non-equilibrium geometry from the OMol25 dataset. Energies are from ωB97M-V/def2-TZVPD.

Atoms and positions in Å:
1 W -18.6974 -12.6629 1.5773
2 C -19.5915 -10.8322 1.3126
3 Si -20.5176 -10.9067 2.9305
4 C -20.1599 -12.6293 3.7071
5 N -19.1766 -13.7204 3.3061
6 C -18.0390 -14.0027 4.1705
7 C -18.3785 -14.4399 5.6226
8 C -19.3410 -15.6718 5.6010
9 C -20.3602 -15.6710 4.4431
10 C -19.7859 -15.0520 3.1566
11 C -22.3266 -10.8799 2.5834
12 C -22.7938 -12.0069 1.9231
13 C -24.2090 -12.1757 1.7504
14 C -25.0830 -11.2233 2.2203
15 C -24.6080 -10.0356 2.8010
16 C -23.2484 -9.8335 2.8935
17 C -20.1320 -9.4360 3.9334
18 C -19.0381 -8.6219 3.5543
19 C -18.8271 -7.3914 4.2178
20 C -19.7212 -6.9366 5.1779
21 C -20.7797 -7.7672 5.6473
22 C -20.8894 -9.0587 5.0811
23 H -19.0571 -9.8865 1.1549
24 H -20.2376 -10.9214 0.4498
25 H -21.0971 -13.2354 3.6782
26 H -19.8360 -12.4027 4.7752
27 H -17.3658 -13.1567 4.2254
28 H -17.4170 -14.8349 3.6451
29 H -18.7640 -13.6178 6.2047
30 H -17.4044 -14.7233 6.0535
31 H -19.8596 -15.8026 6.5729
32 H -18.7258 -16.5713 5.4352
33 H -21.3189 -15.1927 4.7530
34 H -20.5826 -16.6873 4.1336
35 H -20.6438 -14.9822 2.4383
36 H -18.9848 -15.6874 2.7277
37 H -22.1662 -12.8389 1.5965
38 H -24.6326 -13.0517 1.2025
39 H -26.1496 -11.3546 2.0011
40 H -25.2915 -9.2095 2.9948
41 H -22.8757 -8.8654 3.2169
42 H -18.3484 -8.9706 2.8124
43 H -17.9499 -6.8769 3.9135
44 H -19.6790 -5.9317 5.5329
45 H -21.4946 -7.5238 6.3914
46 H -21.6469 -9.7775 5.4982
47 S -16.5233 -12.2435 0.9611
48 C -16.4058 -13.7538 0.0295
49 C -15.2168 -14.4748 0.0590
50 C -14.9660 -15.5415 -0.8274
51 C -15.9180 -15.8370 -1.8433
52 C -17.0862 -15.0860 -1.9103
53 C -17.4031 -14.1860 -0.9045
54 As -19.2159 -13.7000 -0.5641
55 C -20.5019 -15.1814 -0.9849
56 C -20.4496 -15.8946 -2.1998
57 C -21.2006 -17.0201 -2.3866
58 C -22.0100 -17.4598 -1.3788
59 C -22.2540 -16.6770 -0.2236
60 C -21.5020 -15.4991 -0.0400
61 C -19.6868 -12.6734 -2.1349
62 C -18.7153 -11.8977 -2.7887
63 C -18.8908 -11.5521 -4.1217
64 C -20.1451 -11.7167 -4.7042
65 C -21.2172 -12.2668 -3.9219
66 C -20.9925 -12.7865 -2.6628
67 H -14.5487 -14.2828 0.9106
68 H -14.0843 -16.1856 -0.7669
69 H -15.7716 -16.6740 -2.4649
70 H -17.8349 -15.2686 -2.7284
71 H -19.7284 -15.4998 -2.8872
72 H -21.1053 -17.5507 -3.3602
73 H -22.4411 -18.4380 -1.5225
74 H -23.0168 -16.9552 0.4889
75 H -21.7240 -14.7778 0.7764
76 H -17.8310 -11.5279 -2.2467
77 H -18.0913 -11.0789 -4.6465
78 H -20.3657 -11.4220 -5.7465
79 H -22.2096 -12.2549 -4.3040
80 H -21.8108 -13.4149 -2.2862

The total charge is +2. The value obtained for the HOMO-LUMO gap (alpha / beta) is 6.47 / 6.68 eV. As for the spin multiplicity: 3. Its energy relative to the best compared isomer or geometry (same formula, charge and spin) is 6.1 kJ/mol. The value obtained for the HOMO energy (alpha / beta) is -13.7575 / -13.8540 eV.

Atom charges from the Löwdin analysis, given in e for atoms 1 to 5: number 1, W, carries 1.039; number 2, C, carries -0.363; number 3, Si, carries 0.565; number 4, C, carries -0.159; number 5, N, carries -0.396



Here are the calculated DFT total energy numbers, same order: -3947.54715; -2619.59142; -2754.93398; -4790.73997; -4477.33672 (Eh).